A 3-piece molecular cluster, C24H52BN4O4 overall, computed with ωB97M-V/def2-TZVPD.

Each line ends with the Mulliken charge.
Cartesian coordinates (Å):
C (6.523, 0.592, 0.065)  -1.255
C (5.392, -0.367, -0.279)  -0.211
O (4.221, 0.324, -0.717)  -0.794
B (3.272, 0.705, 0.164)  0.881
O (3.545, 0.721, 1.524)  -0.576
C (1.878, 1.247, -0.410)  2.318
N (1.848, 0.904, -1.866)  -0.596
C (0.891, 1.234, -2.531)  0.844
O (-0.030, 1.490, -3.196)  -0.528
C (0.708, 0.552, 0.310)  -2.063
C (0.202, 1.205, 1.617)  1.924
C (0.157, 0.138, 2.717)  -1.650
C (-1.225, 1.732, 1.408)  -2.145
N (1.093, 2.298, 2.092)  0.847
O (0.804, 2.752, 3.246)  -0.699
C (1.576, 3.346, 1.152)  2.085
C (0.535, 4.468, 1.023)  -1.924
C (2.835, 3.961, 1.783)  -1.784
C (1.890, 2.780, -0.255)  -2.754
H (7.487, 0.170, -0.217)  0.390
H (6.391, 1.504, -0.519)  0.273
H (6.528, 0.860, 1.120)  0.282
H (5.684, -1.012, -1.108)  0.391
H (5.151, -1.017, 0.565)  0.271
H (3.046, 0.114, 2.075)  0.269
H (-0.149, 0.458, -0.362)  0.289
H (1.012, -0.476, 0.523)  0.326
H (-0.677, -0.541, 2.538)  0.381
H (0.016, 0.604, 3.690)  0.467
H (1.082, -0.443, 2.743)  0.278
H (-1.598, 2.242, 2.295)  0.371
H (-1.317, 2.354, 0.520)  0.359
H (-1.864, 0.861, 1.240)  0.572
H (1.014, 5.300, 0.499)  0.463
H (0.233, 4.822, 2.008)  0.436
H (-0.332, 4.179, 0.433)  0.341
H (3.425, 4.477, 1.026)  0.396
H (3.432, 3.193, 2.273)  0.353
H (2.552, 4.682, 2.550)  0.418
H (2.892, 3.113, -0.537)  0.300
H (1.216, 3.247, -0.980)  0.413
C (-6.372, 3.399, 2.654)  -1.381
C (-6.404, 2.901, 1.217)  -0.403
N (-5.464, 1.821, 0.967)  0.365
C (-5.290, 1.530, -0.447)  -0.596
C (-6.496, 0.977, -1.217)  -1.168
C (-5.587, 0.666, 1.842)  -0.745
C (-6.935, -0.068, 1.875)  -1.167
H (-5.359, 3.685, 2.940)  0.275
H (-7.017, 4.272, 2.755)  0.435
H (-6.729, 2.648, 3.358)  0.292
H (-6.124, 3.725, 0.555)  0.437
H (-7.442, 2.637, 0.958)  0.288
H (-4.452, 0.835, -0.553)  0.225
H (-4.966, 2.456, -0.931)  0.481
H (-6.695, -0.066, -0.978)  0.256
H (-6.301, 1.032, -2.290)  0.428
H (-7.401, 1.553, -1.022)  0.271
H (-5.348, 0.987, 2.858)  0.465
H (-4.795, -0.041, 1.578)  0.303
H (-7.773, 0.629, 1.924)  0.253
H (-6.985, -0.702, 2.762)  0.405
H (-7.081, -0.711, 1.009)  0.292
C (1.953, -2.479, -1.379)  -0.536
C (2.493, -3.893, -1.240)  -0.695
N (1.799, -4.852, -2.081)  0.128
C (2.110, -6.234, -1.760)  -0.689
C (3.546, -6.724, -1.982)  -0.969
C (1.744, -4.521, -3.496)  -0.700
C (3.072, -4.310, -4.236)  -0.927
H (0.878, -2.454, -1.189)  0.284
H (2.449, -1.826, -0.658)  -0.077
H (2.141, -2.052, -2.363)  0.275
H (2.363, -4.223, -0.204)  0.418
H (3.581, -3.871, -1.419)  0.251
H (1.424, -6.870, -2.326)  0.370
H (1.854, -6.383, -0.707)  0.401
H (3.774, -6.863, -3.038)  0.224
H (3.684, -7.688, -1.489)  0.403
H (4.279, -6.035, -1.562)  0.263
H (1.145, -3.615, -3.606)  0.360
H (1.170, -5.307, -3.992)  0.378
H (3.762, -3.692, -3.659)  0.204
H (2.887, -3.796, -5.181)  0.366
H (3.572, -5.249, -4.468)  0.298

Computed properties:
Orbital gap (alpha / beta) in eV: 8.62 / 8.61
E_tot in eV: -40558.264
2S+1: 2
Molecular weight in g mol⁻¹: 471.5

***

An isolated ion of composition C24H52FN3O4PSSi and charge +1 in a non-equilibrium geometry, computed with ωB97M-V/def2-TZVPD.

Each line ends with the Mulliken charge.
Cartesian coordinates (Å):
C (1.799, -2.452, -1.165)  -1.862
C (0.685, -1.827, -1.572)  -0.567
C (-0.319, -1.009, -0.766)  3.283
C (-1.670, -1.245, -1.477)  -1.038
C (-1.952, -2.720, -1.794)  -1.565
O (-1.833, -2.939, -3.192)  -0.302
Si (-1.345, -4.426, -3.797)  0.541
C (0.492, -4.356, -4.147)  -1.085
C (-1.804, -5.853, -2.669)  -1.170
C (-2.210, -4.588, -5.446)  -1.177
C (-0.408, -1.473, 0.709)  0.852
N (-1.714, -1.411, 1.314)  -0.391
F (-0.040, -2.779, 0.867)  -0.454
C (0.668, -0.575, 1.489)  -1.774
P (2.153, -1.603, 2.015)  0.361
C (2.265, -1.564, 3.837)  -1.116
C (3.785, -1.171, 1.333)  -1.132
N (0.740, 0.782, 0.723)  1.587
C (2.106, 1.388, 0.581)  -1.836
C (2.759, 2.020, 1.814)  -1.737
O (2.617, 1.337, 3.040)  -0.067
C (2.692, 2.251, 4.135)  -0.164
C (2.270, 1.600, 5.435)  -1.305
C (-0.047, 1.730, 1.606)  -2.838
O (0.088, 3.006, 1.112)  0.252
C (-0.521, 3.992, 1.958)  -0.599
C (-0.611, 5.312, 1.203)  -0.534
C (0.487, 5.477, 0.147)  -1.045
C (0.035, 0.517, -0.656)  0.704
S (1.304, 0.858, -2.033)  -0.461
C (-1.055, 1.561, -1.056)  -2.618
C (-2.483, 1.569, -0.468)  -0.388
O (-2.649, 2.710, 0.386)  -0.513
C (-3.547, 1.638, -1.573)  -1.237
N (-3.304, 2.797, -2.437)  -0.549
H (1.860, -3.054, -0.271)  0.485
H (2.699, -2.400, -1.772)  0.326
H (0.393, -1.925, -2.616)  0.826
H (-2.511, -0.839, -0.941)  0.164
H (-1.639, -0.735, -2.444)  0.701
H (-1.329, -3.399, -1.205)  0.467
H (-2.990, -2.926, -1.511)  0.442
H (0.758, -5.025, -4.965)  0.454
H (1.132, -4.526, -3.281)  0.294
H (0.707, -3.341, -4.502)  0.271
H (-2.452, -5.568, -1.840)  0.334
H (-0.904, -6.339, -2.290)  0.285
H (-2.332, -6.593, -3.273)  0.417
H (-3.071, -5.256, -5.413)  0.353
H (-1.522, -4.889, -6.237)  0.350
H (-2.585, -3.601, -5.733)  0.274
H (-1.915, -0.549, 1.800)  0.192
H (-1.844, -2.200, 1.934)  0.375
H (0.162, -0.412, 2.442)  0.573
H (2.357, -2.599, 4.158)  0.546
H (3.087, -0.958, 4.207)  0.238
H (1.334, -1.177, 4.255)  0.335
H (3.764, -1.043, 0.253)  0.324
H (4.418, -2.036, 1.532)  0.502
H (4.275, -0.300, 1.775)  0.263
H (2.757, 0.681, 0.089)  1.085
H (2.007, 2.226, -0.106)  0.916
H (2.370, 3.035, 1.920)  0.456
H (3.819, 2.131, 1.553)  0.415
H (2.049, 3.120, 3.945)  0.115
H (3.712, 2.637, 4.233)  0.477
H (2.698, 0.608, 5.549)  0.225
H (1.185, 1.541, 5.526)  0.292
H (2.637, 2.216, 6.256)  0.462
H (0.382, 1.650, 2.608)  1.382
H (-1.090, 1.406, 1.666)  0.681
H (0.131, 4.116, 2.832)  0.379
H (-1.511, 3.655, 2.261)  0.304
H (-1.572, 5.387, 0.696)  0.289
H (-0.504, 6.133, 1.912)  0.393
H (0.470, 6.492, -0.248)  0.473
H (1.483, 5.303, 0.562)  0.199
H (0.332, 4.807, -0.698)  0.211
H (0.460, 0.564, -3.027)  0.328
H (-1.172, 1.458, -2.129)  1.266
H (-0.636, 2.551, -0.913)  0.468
H (-2.696, 0.682, 0.133)  0.648
H (-3.348, 2.497, 1.015)  0.418
H (-4.505, 1.753, -1.064)  0.585
H (-3.580, 0.701, -2.133)  0.213
H (-2.990, 2.500, -3.352)  0.208
H (-4.170, 3.290, -2.607)  0.267

Computed properties:
Net charge: +1
SMILES: C=C[C@@]1(CCO[Si](C)(C)C)[C@@](N)(F)[C@@H](P(C)C)[N@+](CCOCC)(COCCC)[C@]1(S)C[C@@H](O)CN
Orbital gap in eV: 8.32
E_tot in eV: -69102.083
Molecular weight in g mol⁻¹: 556.8

***

A 10-piece molecular cluster, C24H52N2O13 overall in a non-equilibrium geometry, computed with ωB97M-V/def2-TZVPD.

Each line ends with the Mulliken charge.
Cartesian coordinates (Å):
N (2.385, 2.352, 4.084)  -0.659
C (1.140, 2.978, 3.494)  -0.354
C (1.027, 2.839, 1.848)  0.022
C (-0.398, 2.092, 1.531)  -0.104
C (-0.944, 0.775, 1.979)  0.768
C (-0.172, -0.337, 2.946)  -0.450
C (-0.597, -1.873, 2.536)  -0.307
C (0.630, -2.778, 1.915)  0.207
O (1.405, -3.608, 2.637)  -0.553
N (0.883, -2.714, 0.394)  -0.284
C (2.212, -2.034, 0.102)  -0.035
C (2.167, -0.440, -0.281)  0.037
C (3.507, 0.448, -0.606)  -0.571
C (5.001, -0.284, -0.526)  -0.555
C (5.047, -1.899, -0.151)  -0.238
C (3.670, -2.795, 0.147)  -0.345
C (-2.471, 0.679, 1.320)  0.141
O (-3.450, -0.224, 1.563)  -0.565
O (-2.666, 1.837, 0.387)  -0.232
C (-1.538, 2.806, 0.552)  0.106
O (-1.531, 4.023, -0.005)  -0.575
H (3.167, 2.535, 3.403)  0.283
H (2.259, 1.306, 4.234)  0.282
H (1.137, 4.114, 3.859)  0.087
H (0.171, 2.455, 3.954)  0.238
H (0.912, 3.957, 1.448)  0.258
H (1.967, 2.358, 1.345)  0.115
H (1.006, -0.221, 2.857)  0.155
H (-0.426, -0.127, 4.093)  0.444
H (-1.002, -2.422, 3.513)  0.316
H (-1.476, -1.924, 1.730)  0.235
H (0.993, -3.703, 0.029)  0.386
H (1.113, 0.094, -0.316)  0.435
H (3.343, 1.582, -0.884)  0.358
H (5.975, 0.336, -0.769)  0.288
H (6.115, -2.386, -0.107)  0.265
H (3.779, -3.945, 0.381)  0.282
C (-1.149, 6.450, 3.377)  -0.631
O (-0.691, 6.025, 2.106)  -0.426
H (-0.286, 6.650, 4.017)  0.239
H (-1.737, 7.364, 3.266)  0.307
H (-1.760, 5.663, 3.827)  0.264
H (-1.478, 5.855, 1.561)  0.259
C (-5.436, 0.679, -1.650)  -0.345
O (-4.188, 0.018, -1.548)  -0.428
H (-5.531, 1.108, -2.650)  0.203
H (-6.244, -0.039, -1.486)  0.059
H (-5.488, 1.478, -0.906)  0.300
H (-4.133, -0.352, -0.651)  0.216
C (-9.107, -0.701, -1.646)  -0.524
O (-9.160, -0.197, -2.968)  -0.501
H (-9.954, -1.372, -1.487)  0.266
H (-8.175, -1.254, -1.504)  0.205
H (-9.163, 0.128, -0.936)  0.257
H (-8.397, 0.394, -3.080)  0.295
C (8.332, -3.679, 2.220)  -0.396
O (7.868, -3.598, 0.885)  -0.491
H (7.575, -3.258, 2.885)  0.219
H (8.505, -4.726, 2.483)  0.270
H (9.259, -3.109, 2.319)  0.108
H (8.560, -3.979, 0.318)  0.279
C (-6.868, 0.484, -5.980)  -0.488
O (-5.620, -0.177, -5.878)  -0.477
H (-6.962, 0.913, -6.980)  0.235
H (-7.675, -0.234, -5.816)  0.255
H (-6.920, 1.283, -5.236)  0.188
H (-5.565, -0.547, -4.981)  0.299
C (10.815, -0.297, 3.667)  -0.524
O (11.296, -1.264, 2.753)  -0.496
H (10.118, -0.776, 4.358)  0.211
H (11.653, 0.122, 4.231)  0.267
H (10.297, 0.496, 3.122)  0.260
H (11.912, -0.810, 2.153)  0.289
C (1.368, 0.282, -4.071)  -0.575
O (2.573, 0.449, -3.347)  -0.429
H (0.567, 0.023, -3.374)  0.209
H (1.117, 1.214, -4.582)  0.294
H (1.489, -0.524, -4.799)  0.254
H (3.265, 0.677, -3.991)  0.243
C (-1.183, -1.383, -6.695)  -0.507
O (-0.047, -0.675, -7.156)  -0.494
H (-0.912, -1.945, -5.798)  0.214
H (-1.981, -0.676, -6.452)  0.235
H (-1.520, -2.077, -7.468)  0.286
H (-0.319, -0.187, -7.952)  0.285
C (-5.658, -2.829, 3.105)  -0.531
O (-5.712, -2.325, 1.783)  -0.458
H (-6.506, -3.500, 3.264)  0.236
H (-4.727, -3.382, 3.247)  0.214
H (-5.714, -2.000, 3.814)  0.254
H (-4.948, -1.733, 1.671)  0.366

Computed properties:
SMILES: NCCC1=C(CCC(=O)Nc2ccccc2)C(=O)OC1=O.CO.CO.CO.CO.CO.CO.CO.CO.CO
Orbital gap in eV: 6.35
E_tot in eV: -55309.614
Molecular weight in g mol⁻¹: 576.7

***

Q: Which of these has the highest E_tot?
A: C24H52BN4O4